Entry 1:
ORCA calculation (the ωB97M-V functional and the def2-TZVPD basis) on one molecule with the formula C5H7NO.

Structure (XYZ):
```
14
Properties=species:S:1:pos:R:3:forces:R:3
N -0.3948 2.4698 -0.2070 -0.043 -0.351 0.018
C -0.2973 1.2264 -0.0202 0.134 0.279 -0.061
O -1.3609 0.4117 0.2853 -0.005 0.135 0.056
C -0.8635 -0.7844 0.8902 0.038 -0.189 0.103
C 0.5051 -0.9862 0.2894 -0.024 -0.080 0.160
C 0.7019 -0.7052 -1.1641 -0.036 -0.113 -0.146
C 0.9349 0.3881 -0.1402 0.027 0.140 0.035
H -1.3645 2.7573 -0.0627 0.116 0.047 0.033
H -1.5876 -1.5853 0.7242 0.086 0.127 -0.062
H -0.7450 -0.5986 1.9660 -0.160 -0.197 -0.074
H 1.2018 -1.6585 0.7791 -0.119 0.148 -0.011
H -0.1561 -0.5554 -1.8134 0.052 -0.139 0.131
H 1.5350 -1.2090 -1.6427 0.046 0.288 0.141
H 1.8909 0.8295 0.1162 -0.112 -0.096 -0.324
```
Forces are in eV/Å.

Computed properties:
- F_max: 0.36 eV/A
- SMILES: [H]/N=C1\OC[C@H]2C[C@@H]12
- Gap between HOMO and LUMO: 10.798 eV
- E: -324.67993 Eh
- Molecular weight: 97.12 g/mol
- Lowest unoccupied orbital energy: 1.0 eV

Results of the Löwdin charge analysis, in e, for atoms 1 through 8: 0.16 -0.43 -0.03 -0.14 -0.21 -0.04 -0.14 0.06

---

Entry 2:
ORCA calculation (the ωB97M-V functional and the def2-TZVPD basis) on a 2-piece molecular cluster, CH8N4 overall.

Structure (XYZ):
```
13
Properties=species:S:1:pos:R:3:forces:R:3
N -0.2633 -0.3593 0.2953 0.044 -0.321 0.333
C 0.2246 -0.9232 1.4654 -0.083 0.327 -0.272
N 1.5636 -1.3069 1.4340 -0.662 -0.067 0.492
N -0.4694 -1.1317 2.5156 0.116 -0.443 -0.014
H -1.0446 0.2553 0.4586 0.138 0.056 -0.312
H 0.4038 -0.0440 -0.3865 -0.118 0.166 -0.140
H 2.1912 -0.6766 0.9708 0.187 0.178 -0.020
H 1.8129 -1.5236 2.3913 0.382 -0.077 -0.213
H -1.4579 -1.0172 2.3194 -0.036 0.229 0.097
N -0.6523 1.6232 -2.5989 0.089 0.416 0.018
H -0.1381 1.0798 -3.2808 -0.183 -0.196 -0.041
H -1.6440 1.4326 -2.6984 0.136 -0.173 -0.098
H -0.5267 2.5915 -2.8857 -0.010 -0.095 0.171
```
Forces are in eV/Å.

Computed properties:
- F_max: 0.83 eV/A
- SMILES: N=C(N)N.N
- Gap between HOMO and LUMO: 9.582 eV
- E: -261.93493 Eh
- Molecular weight: 76.10 g/mol
- Lowest unoccupied orbital energy: 0.8 eV

Results of the Löwdin charge analysis, in e, for atoms 1 through 8: 0.11 -0.65 0.10 0.08 0.08 0.06 0.07 0.09

---

Entry 3:
ORCA calculation (the ωB97M-V functional and the def2-TZVPD basis) on C48H61AlClN4P3S as an isolated structure in a non-equilibrium geometry.

Structure (XYZ):
```
119
Properties=species:S:1:pos:R:3:forces:R:3
Al -0.6948 0.0953 -0.0971 -0.706 0.652 -0.375
C -0.0162 2.6902 -3.4669 -0.031 0.005 -0.017
C -0.8782 1.4217 -3.4536 0.130 0.080 -0.008
C -1.3018 1.0657 -4.8817 0.045 0.056 -0.031
P -0.1100 0.0154 -2.4992 0.076 -0.184 0.025
C 1.6157 -0.3421 -3.0264 0.049 -0.063 0.068
C 1.9305 -1.7872 -2.6153 0.009 0.036 0.012
C 1.9655 -0.1057 -4.4968 0.011 -0.037 -0.020
C -1.2021 -1.3463 -2.9060 -0.011 -0.022 0.051
C -1.2562 -1.9498 -4.1697 0.098 0.065 0.008
C -2.3059 -2.7586 -4.5531 -0.046 -0.057 -0.062
C -2.3446 -3.4318 -5.8994 -0.025 0.019 0.046
C -3.3647 -2.8869 -3.6477 -0.045 -0.024 -0.030
C -3.3183 -2.3316 -2.3864 0.053 0.023 0.070
C -2.1936 -1.6113 -1.9523 0.026 -0.053 0.160
N -2.0571 -1.1471 -0.6169 -0.023 -0.101 0.084
C -2.6126 -1.9776 0.4115 0.092 0.027 -0.183
C -2.7333 -3.3671 0.2928 -0.047 0.079 -0.037
C -3.2327 -4.1321 1.3316 0.028 -0.006 -0.023
C -3.6187 -3.5662 2.5464 -0.007 -0.086 0.033
C -4.1846 -4.4017 3.6664 0.055 0.023 -0.040
C -3.4320 -2.2017 2.6907 0.056 0.068 0.082
C -2.9180 -1.4137 1.6569 -0.098 0.002 0.016
P -2.5698 0.3407 1.7718 0.293 -0.218 0.134
C -1.9770 0.8477 3.4388 -0.040 -0.011 0.087
C -2.7283 0.4049 4.6980 -0.002 0.045 0.039
C -0.5077 0.4538 3.5759 0.019 -0.064 0.031
C -4.2321 1.1109 1.4540 -0.099 -0.010 -0.075
C -5.3427 0.6810 2.4114 -0.079 -0.015 -0.011
C -4.6724 0.7818 0.0125 -0.082 -0.034 0.057
H -0.3774 3.3632 -4.2470 0.002 -0.037 0.022
H -0.0606 3.2316 -2.5284 -0.007 -0.038 -0.062
H 1.0316 2.4772 -3.6793 -0.053 0.021 0.012
H -1.7935 1.6210 -2.8837 -0.043 0.025 0.022
H -0.4416 0.8481 -5.5177 -0.052 0.001 0.034
H -1.9902 0.2281 -4.9240 -0.025 -0.008 0.009
H -1.8101 1.9338 -5.3055 0.022 -0.014 -0.007
H 2.2224 0.3280 -2.4074 0.016 0.041 0.000
H 1.3825 -2.4988 -3.2341 0.012 0.019 0.010
H 2.9975 -1.9731 -2.7422 -0.027 0.002 -0.024
H 1.6728 -1.9899 -1.5716 0.021 0.026 -0.047
H 1.3869 -0.7448 -5.1654 0.036 0.015 0.037
H 1.8296 0.9281 -4.8110 -0.012 -0.044 0.017
H 3.0188 -0.3560 -4.6415 -0.027 0.015 -0.005
H -0.4635 -1.7569 -4.8848 -0.040 -0.010 0.052
H -1.4551 -3.2007 -6.4849 -0.020 0.001 0.019
H -2.4036 -4.5162 -5.7913 0.008 0.028 0.002
H -3.2187 -3.1156 -6.4721 0.024 -0.003 0.023
H -4.2473 -3.4469 -3.9408 0.049 0.023 0.020
H -4.1526 -2.4780 -1.7136 0.018 -0.015 0.021
H -2.4276 -3.8582 -0.6196 -0.023 -0.009 -0.031
H -3.3219 -5.2049 1.1946 -0.007 0.053 -0.007
H -4.5956 -5.3375 3.2900 0.005 0.023 0.002
H -3.4144 -4.6510 4.4007 -0.018 0.016 -0.040
H -4.9787 -3.8708 4.1921 0.016 -0.006 -0.015
H -3.6971 -1.7408 3.6348 -0.013 -0.036 -0.116
H -2.0276 1.9415 3.3708 -0.025 0.040 -0.016
H -2.5684 -0.6562 4.8918 0.018 0.072 0.011
H -2.3187 0.9502 5.5509 -0.010 -0.017 -0.026
H -3.7972 0.5991 4.6719 0.052 -0.029 -0.003
H -0.4050 -0.6294 3.6939 0.002 0.037 -0.026
H 0.0868 0.7686 2.7190 0.079 0.055 -0.084
H -0.0769 0.9287 4.4578 0.020 -0.020 0.025
H -4.0922 2.1877 1.5712 -0.033 -0.085 0.084
H -5.4338 -0.4051 2.4600 0.010 0.029 0.007
H -5.2163 1.0771 3.4159 0.006 -0.008 -0.052
H -6.2895 1.0705 2.0287 0.025 -0.026 0.030
H -5.0519 -0.2416 -0.0267 0.051 0.032 -0.006
H -5.4806 1.4484 -0.2941 0.001 -0.035 0.028
H -3.8764 0.8270 -0.7382 -0.055 -0.036 -0.014
Cl 0.2125 -1.9666 0.8915 0.311 -0.347 0.220
C 1.7556 -2.3299 1.7046 -0.133 -0.124 -0.013
C 1.8439 -3.6290 2.1797 -0.025 0.006 -0.027
C 3.0348 -4.0254 2.7630 0.030 -0.013 0.025
C 4.1016 -3.1354 2.8518 0.011 -0.044 0.014
C 3.9693 -1.8448 2.3741 0.078 -0.008 -0.016
C 2.7757 -1.4057 1.7924 -0.065 0.082 -0.027
P 2.5243 0.2879 1.1805 -0.058 0.154 -0.093
C 4.0430 0.4884 0.1648 0.050 -0.006 0.021
C 4.7615 1.6793 0.1194 0.013 0.154 0.088
C 5.8813 1.8086 -0.6922 -0.004 -0.029 -0.044
C 6.2961 0.7490 -1.4857 -0.009 0.004 0.016
C 5.5870 -0.4448 -1.4523 -0.025 0.001 0.018
C 4.4747 -0.5751 -0.6322 -0.056 0.059 -0.086
C 2.8072 1.2925 2.6951 -0.086 -0.053 0.056
C 2.9404 0.7280 3.9655 0.045 0.069 -0.042
C 3.0652 1.5305 5.0919 -0.011 0.027 0.014
C 3.0444 2.9123 4.9784 -0.008 0.021 0.010
C 2.8831 3.4889 3.7262 0.007 -0.013 -0.004
C 2.7556 2.6855 2.6028 -0.082 0.026 -0.069
H 1.0078 -4.3108 2.0857 0.047 0.033 0.002
H 3.1319 -5.0351 3.1407 0.003 0.033 -0.012
H 5.0366 -3.4535 3.2964 -0.051 0.018 -0.022
H 4.8020 -1.1537 2.4451 -0.036 -0.015 -0.008
H 4.4836 2.5118 0.7534 0.003 -0.033 -0.016
H 6.4390 2.7372 -0.6895 -0.020 -0.033 -0.003
H 7.1761 0.8449 -2.1095 -0.048 -0.002 0.017
H 5.9101 -1.2870 -2.0533 -0.008 0.038 0.032
H 3.9531 -1.5227 -0.6127 -0.032 -0.034 0.058
H 2.9473 -0.3427 4.0986 0.006 -0.073 -0.019
H 3.1822 1.0679 6.0640 -0.009 0.010 -0.028
H 3.1461 3.5357 5.8585 0.001 -0.038 -0.051
H 2.8545 4.5670 3.6226 0.005 -0.035 0.006
H 2.6040 3.1578 1.6412 -0.012 -0.038 -0.009
C 2.8784 4.2470 -2.1792 0.041 -0.031 0.026
C 2.3010 4.6232 -0.8117 -0.013 -0.102 -0.070
C 1.0585 3.8475 -0.4736 -0.005 0.093 0.061
N 0.9366 2.5726 -0.4316 -0.231 -0.176 0.127
N -0.3690 2.1596 -0.1508 0.318 -0.098 -0.084
C -1.2065 3.1788 -0.0586 -0.261 -0.029 -0.010
N -2.5374 3.0835 0.0770 0.463 0.064 -0.074
S -0.4309 4.7046 -0.1844 0.023 0.094 -0.010
H 3.8521 4.7202 -2.3095 -0.062 -0.016 0.005
H 2.2288 4.5868 -2.9870 0.014 -0.041 0.038
H 3.0102 3.1661 -2.2597 0.022 0.058 0.028
H 2.0580 5.6859 -0.7871 0.011 0.019 0.003
H 3.0454 4.4677 -0.0327 0.059 -0.111 0.081
H -3.0007 2.1983 -0.0468 0.089 0.136 -0.099
H -3.1073 3.9111 0.0661 -0.003 0.047 -0.029
```
Forces are in eV/Å.

Computed properties:
- F_max: 1.03 eV/A
- Gap between HOMO and LUMO: 7.091 eV
- Net charge: +2
- E: -4209.21611 Eh
- Molecular weight: 881.47 g/mol
- Lowest unoccupied orbital energy: -4.9 eV

Results of the Löwdin charge analysis, in e, for atoms 1 through 8: 0.16 -0.09 -0.47 -0.08 1.10 -0.50 -0.10 -0.08

---

Entry 4:
ORCA calculation (the ωB97M-V functional and the def2-TZVPD basis) on C41H45N8OSr as an isolated structure.

Structure (XYZ):
```
96
Properties=species:S:1:pos:R:3:forces:R:3
Sr -0.1277 -0.0462 -0.1960 0.083 0.123 -0.240
C 2.9321 0.3202 1.7266 0.124 -0.018 -0.035
C 1.8405 0.9884 2.5787 -0.032 0.142 0.084
C 0.8312 0.0342 3.1706 0.109 -0.057 0.047
C 1.0546 -0.5543 4.4099 -0.038 -0.004 0.007
C 0.1132 -1.4347 4.9187 0.003 0.019 -0.035
C -1.0239 -1.7073 4.1739 -0.040 -0.041 -0.057
C -1.1661 -1.0924 2.9414 -0.047 -0.023 0.172
N -0.2645 -0.2365 2.4573 0.080 0.061 -0.260
N 2.6292 0.1992 0.2840 -0.138 -0.064 0.036
C 3.2449 -1.0090 -0.2838 0.065 0.030 -0.018
C 2.6789 -2.2686 0.3131 0.015 -0.060 0.071
C 3.4944 -3.3357 0.6549 -0.022 -0.026 0.019
C 2.9167 -4.4723 1.2035 -0.011 0.033 -0.013
C 1.5473 -4.4928 1.4069 -0.024 0.043 -0.005
C 0.8089 -3.3792 1.0363 -0.038 -0.084 0.005
N 1.3555 -2.2931 0.4907 -0.115 0.095 -0.034
C 3.1145 1.3596 -0.4695 0.034 -0.037 -0.027
C 2.3134 2.6122 -0.2451 -0.003 0.040 0.007
C 2.9201 3.7865 0.1649 -0.010 0.045 0.003
C 2.1510 4.9369 0.2929 0.003 -0.042 -0.007
C 0.8031 4.8670 -0.0048 -0.014 -0.072 -0.021
C 0.2767 3.6452 -0.4045 -0.054 0.122 -0.011
N 1.0021 2.5331 -0.5176 0.014 -0.037 0.086
H 3.1083 -0.6809 2.1216 0.017 -0.002 0.016
H 3.8725 0.8733 1.8489 -0.007 -0.006 -0.015
H 1.3194 1.7565 2.0050 -0.004 -0.013 -0.004
H 2.3344 1.5100 3.4008 0.000 -0.011 -0.003
H 1.9489 -0.3119 4.9697 -0.011 -0.007 0.000
H 0.2622 -1.8972 5.8856 0.000 0.004 -0.002
H -1.7879 -2.3841 4.5311 0.023 0.008 0.008
H -2.0313 -1.2897 2.3145 0.027 0.019 -0.001
H 4.3367 -0.9993 -0.1586 -0.009 -0.007 0.002
H 3.0491 -1.0101 -1.3607 -0.004 0.009 0.013
H 4.5631 -3.2724 0.4979 -0.007 -0.008 0.003
H 3.5286 -5.3224 1.4752 0.001 0.011 -0.001
H 1.0496 -5.3488 1.8403 0.021 -0.004 -0.003
H -0.2674 -3.3567 1.1673 0.032 0.005 -0.007
H 3.0476 1.1133 -1.5330 -0.003 0.000 0.005
H 4.1731 1.5532 -0.2487 -0.003 0.000 -0.004
H 3.9816 3.7997 0.3753 -0.013 0.004 -0.001
H 2.6009 5.8675 0.6130 0.004 -0.011 -0.003
H 0.1580 5.7316 0.0620 0.014 0.006 0.003
H -0.7717 3.5682 -0.6653 0.025 -0.028 0.008
C -3.0680 2.3460 0.0866 -0.002 -0.051 0.086
N -2.5712 0.9891 -0.0553 0.136 -0.071 -0.016
C -3.4513 0.0516 -0.0756 -0.104 0.040 0.014
C -3.1756 -1.3307 -0.3036 -0.049 -0.024 -0.051
C -4.1280 -2.3503 -0.3964 0.036 -0.116 -0.010
C -3.4227 -3.5088 -0.7347 -0.087 -0.026 0.013
C -2.0842 -3.1289 -0.8234 0.110 0.144 -0.008
N -1.9114 -1.8135 -0.5654 -0.092 -0.147 0.036
C -3.1538 3.0885 -1.2319 -0.024 0.042 0.009
C -2.5426 2.6163 -2.3863 -0.014 -0.044 -0.076
C -2.5954 3.3523 -3.5651 0.028 -0.034 -0.008
C -3.2653 4.5637 -3.6046 -0.009 0.016 0.000
C -3.8916 5.0360 -2.4570 -0.001 0.015 -0.026
C -3.8361 4.3031 -1.2832 0.049 0.005 0.047
H -2.3888 2.8897 0.7532 -0.036 0.020 0.010
H -4.0492 2.3650 0.5754 -0.033 -0.027 -0.046
H -4.5109 0.2927 0.0695 0.011 0.037 0.006
H -5.1935 -2.2537 -0.2463 0.029 0.036 0.002
H -3.8231 -4.4972 -0.8993 0.009 0.017 0.018
H -1.2362 -3.7526 -1.0790 -0.034 -0.023 0.010
H -2.0345 1.6594 -2.3809 -0.022 0.008 0.023
H -2.1139 2.9668 -4.4565 -0.014 0.010 0.012
H -3.3113 5.1328 -4.5240 -0.001 -0.002 0.013
H -4.4301 5.9747 -2.4805 0.002 -0.009 -0.001
H -4.3316 4.6750 -0.3924 0.009 -0.004 -0.015
C -3.2345 -4.9276 -4.7546 -0.028 -0.060 0.051
C -3.5393 -3.6569 -5.5303 0.024 0.070 -0.021
N -2.8470 -2.4988 -4.9555 0.050 -0.135 -0.007
C -3.5827 -1.7054 -3.9662 -0.072 -0.028 -0.071
C -4.1258 -0.4040 -4.5340 -0.041 0.113 0.040
C -1.6230 -2.2064 -5.4522 -0.105 -0.018 -0.066
O -1.1082 -2.8097 -6.3838 0.002 0.024 0.103
C -0.8575 -1.0665 -4.8380 0.031 -0.013 0.015
C -0.2771 -0.1246 -5.6764 0.017 0.042 0.098
C 0.4648 0.9039 -5.1164 -0.030 -0.015 -0.039
C 0.6108 0.9413 -3.7411 -0.060 0.096 0.067
N 0.1037 0.0098 -2.9295 0.086 -0.116 0.194
C -0.6049 -0.9830 -3.4774 0.124 0.057 -0.201
H -3.7847 -5.7747 -5.1667 0.003 0.022 -0.018
H -3.5119 -4.8222 -3.7032 0.005 0.025 -0.014
H -2.1696 -5.1546 -4.8103 0.005 0.012 -0.004
H -4.6078 -3.4383 -5.5242 -0.005 0.003 0.014
H -3.2233 -3.7573 -6.5656 0.006 -0.013 -0.012
H -2.9975 -1.5248 -3.0697 0.108 0.031 0.022
H -4.4033 -2.3359 -3.6280 -0.031 -0.013 0.007
H -3.3201 0.2506 -4.8725 0.017 -0.014 0.010
H -4.6866 0.1344 -3.7666 0.002 -0.016 -0.021
H -4.7906 -0.5818 -5.3807 0.018 -0.045 0.008
H -0.4052 -0.2150 -6.7470 -0.017 0.009 -0.007
H 0.9234 1.6653 -5.7322 -0.010 -0.001 0.010
H 1.1409 1.7547 -3.2576 0.032 -0.009 -0.018
H -0.9633 -1.7473 -2.8013 -0.080 0.021 0.034
```
Forces are in eV/Å.

Computed properties:
- F_max: 0.28 eV/A
- Gap between HOMO and LUMO: 7.637 eV
- Net charge: +1
- E: -2133.35104 Eh
- Molecular weight: 753.49 g/mol
- Lowest unoccupied orbital energy: -2.1 eV

Results of the Löwdin charge analysis, in e, for atoms 1 through 8: 1.34 -0.14 -0.10 -0.29 -0.01 -0.04 -0.04 -0.13

---

These records have ΔE to the lowest compared entry with this formula, charge and spin values of 116.9, 5.7, 73.2, 0.0 kJ/mol, in the order they appear.